Record 1
Entry from OMol25: one molecule with the formula C9H22O4P2S4 (wB97M-V/def2-TZVPD).

Properties
Charge: 0

XYZ file:
```
41
Properties=species:S:1:pos:R:3:forces:R:3:mulliken_charge:R:1
C 0.08414 -3.43522 -0.22140 0.16 0.23 -0.05 -0.958
C 1.07185 -2.68164 -1.09045 -0.04 -0.57 -0.10 -0.386
H 2.07212 -3.11762 -1.00743 -0.05 0.02 -0.10 0.325
H 0.76229 -2.69567 -2.13928 0.11 -0.01 0.12 0.323
O 1.12177 -1.29645 -0.73506 0.18 0.27 0.30 -0.203
P 2.18448 -0.76158 0.31649 0.06 -0.24 0.00 0.618
O 3.49657 -0.72418 -0.60190 -0.66 0.10 0.01 -0.394
C 4.79370 -0.58929 -0.02646 0.66 0.04 0.26 -0.300
C 4.99526 0.78407 0.58226 -0.12 -0.24 -0.06 -0.983
H 4.33117 0.90469 1.43794 0.08 0.10 0.03 0.275
H 6.02309 0.89272 0.91886 0.10 0.04 0.01 0.407
H 4.76430 1.55128 -0.15305 0.05 0.14 0.00 0.270
H 5.48440 -0.76550 -0.85515 -0.08 -0.01 0.14 0.294
H 4.93007 -1.36443 0.73623 -0.01 0.04 -0.19 0.342
S 2.42252 -1.74385 1.99078 -0.12 0.51 -0.69 -0.355
S 1.53575 1.24425 0.41078 0.42 -0.47 0.29 -0.105
C 0.53082 1.02672 1.90461 -0.03 0.03 0.08 -1.078
H 1.13605 0.56506 2.68636 -0.08 0.09 -0.06 0.536
H 0.19396 2.02097 2.19679 0.07 -0.08 -0.01 0.545
S -0.90667 -0.05321 1.66919 -0.40 0.52 -0.14 -0.175
P -1.80612 1.13034 0.15929 -0.10 0.23 0.06 0.608
O -3.34083 0.68389 0.17596 0.59 -0.24 -0.10 -0.353
C -4.26298 1.30237 1.07602 -0.43 0.32 0.46 -0.293
C -4.52262 0.43254 2.29369 0.14 0.05 -0.33 -0.969
H -3.59573 0.25573 2.83361 0.04 -0.01 0.09 0.257
H -5.22123 0.93716 2.95677 -0.09 0.01 0.05 0.378
H -4.93815 -0.52642 1.99153 -0.06 -0.06 0.04 0.267
H -5.17712 1.45203 0.49662 0.09 0.03 0.07 0.294
H -3.86809 2.28207 1.37334 -0.17 -0.16 -0.10 0.316
S -1.53223 3.06202 0.28383 0.00 -0.77 -0.05 -0.340
O -1.30776 0.39075 -1.15127 -0.22 0.10 0.42 -0.221
C -0.92647 1.11179 -2.32332 0.19 0.27 -0.55 -0.284
C -2.13677 1.46182 -3.16636 0.10 -0.11 0.29 -1.189
H -1.81760 1.98299 -4.06515 -0.01 0.06 -0.11 0.408
H -2.67794 0.55927 -3.44316 -0.05 -0.02 -0.07 0.299
H -2.80256 2.10957 -2.59600 -0.04 0.05 -0.07 0.263
H -0.24230 0.44648 -2.85702 -0.06 0.09 0.11 0.284
H -0.38658 2.01808 -2.02763 -0.02 -0.17 -0.04 0.420
H 0.42701 -3.44613 0.81059 -0.04 -0.03 0.03 0.267
H -0.88679 -2.94933 -0.26352 -0.13 0.00 -0.01 0.192
H -0.00476 -4.45813 -0.57789 -0.05 -0.12 -0.04 0.399
```
Positions in Å, forces in eV/Å.

***

Record 2
Entry from OMol25: a 3-piece molecular cluster, C29H59N7O6P overall at a distorted geometry (wB97M-V/def2-TZVPD).

Properties
Charge: +1

XYZ file:
```
102
Properties=species:S:1:pos:R:3:forces:R:3:mulliken_charge:R:1
C -1.65404 4.24573 4.83448 -0.69 0.42 0.00 -0.956
C -1.50778 4.60587 3.20770 -0.60 -0.51 1.43 -0.266
C -2.94873 4.16429 2.53488 0.22 -0.03 0.68 -0.829
C -2.87079 2.58637 2.09133 -1.88 0.62 1.73 -0.132
C -4.40598 1.94986 1.90256 1.02 0.13 0.19 -0.993
N -2.00372 2.35252 0.82876 0.27 -2.69 1.38 1.194
N -1.83932 3.46753 0.08168 2.99 -2.41 -4.33 -0.791
C -1.06661 3.36358 -1.17844 -0.22 -3.28 1.74 0.136
C -0.83948 4.63537 -2.19132 -1.50 0.09 -0.87 -0.333
O 0.42491 5.36335 -2.00284 -3.43 0.15 -0.55 -0.103
N 1.46414 4.53945 -1.78167 2.00 1.09 5.60 0.233
O 1.86969 4.87662 -0.65411 -0.05 -1.98 -4.20 -0.301
C -0.45278 1.91886 -1.60874 -0.55 -0.53 0.61 -0.029
N 0.32320 1.82038 -2.92238 -2.97 -1.41 2.34 -0.481
C -0.62732 0.59097 -0.65833 -1.92 3.81 1.10 0.268
C -0.02399 -0.90552 -0.95163 0.18 0.36 -0.06 -0.394
C -1.17212 -2.09570 -0.85776 -0.69 1.07 0.28 -0.859
P -0.73485 -3.46650 0.42911 -0.50 -5.68 -2.51 0.914
O -0.93929 -4.85945 -0.34079 0.53 5.16 3.08 -0.706
O -1.84530 -3.28695 1.75976 2.74 -0.62 -2.47 -0.294
C -2.17533 -4.57359 2.39208 -0.74 -0.42 2.58 -0.143
C -2.12419 -4.29533 4.03765 -0.91 -0.41 -0.56 -0.874
O 0.96160 -3.43443 0.90186 -3.82 1.03 0.67 -0.384
C 1.12845 -3.77197 2.32419 1.08 -0.12 1.53 0.574
C 2.71989 -3.51155 2.70148 -0.74 0.00 -0.27 -0.969
C -1.53022 0.93699 0.70746 2.62 1.17 -4.64 0.212
N -1.84337 -0.19510 1.70026 6.73 2.00 1.67 -0.143
C -0.64328 -0.34373 2.40714 2.75 1.11 3.90 0.714
O 0.40482 -0.36904 3.24056 -9.20 -0.13 -7.48 -0.465
H -2.13609 5.19704 5.37141 1.23 -2.12 -1.08 0.296
H -2.45314 3.37561 5.00553 1.95 1.68 -0.39 0.249
H -0.62901 3.96653 5.33287 -2.10 0.62 -0.96 0.283
H -1.34266 5.76359 3.16266 -0.09 -2.38 -0.33 0.302
H -0.59550 3.97119 2.80003 -1.91 1.60 0.50 0.195
H -3.34532 4.89506 1.71201 0.95 -1.65 1.36 0.332
H -3.74319 4.21649 3.42449 1.67 -0.27 -2.05 0.412
H -2.42854 2.00353 3.03468 -0.49 1.26 -2.41 0.131
H -4.29034 0.79424 2.14330 -0.67 2.47 -0.62 0.281
H -5.06793 2.51122 2.72233 1.37 -1.51 -2.00 0.344
H -4.81433 2.13030 0.80603 0.80 -0.36 2.42 0.254
H -0.88656 4.34761 -3.34574 -0.08 0.04 2.62 -0.135
H -1.72384 5.41778 -2.03717 2.19 -1.67 -0.08 0.366
H -0.16258 2.32131 -3.69906 0.53 -0.12 1.10 0.231
H 0.32167 0.80297 -3.23588 0.22 1.65 0.77 0.335
H 0.86892 -1.06075 -0.17971 -1.99 0.19 -1.57 0.320
H 0.46874 -1.02101 -2.02847 -1.07 0.74 2.37 0.327
H -1.35981 -2.60033 -1.91691 0.76 0.79 2.55 0.414
H -2.23914 -1.67360 -0.52942 2.44 -0.82 -0.57 0.321
H -3.29720 -4.81138 2.12437 2.51 0.19 0.25 0.318
H -1.42763 -5.44441 2.15986 -1.62 1.83 -0.02 0.134
H -1.22291 -3.59715 4.34026 -1.81 -1.67 -0.60 0.217
H -2.08523 -5.36304 4.52881 0.18 2.24 -0.72 0.316
H -3.14653 -3.80305 4.39588 2.31 -0.91 -0.83 0.298
H 0.50053 -3.08725 3.04209 1.02 -1.25 -1.67 -0.186
H 0.78227 -4.88093 2.46812 0.86 2.01 -0.12 0.090
H 3.34352 -4.49853 2.50735 -1.23 2.25 0.49 0.184
H 3.09732 -2.63145 1.98931 -0.75 -2.00 1.68 0.259
H 2.76954 -3.15888 3.84053 0.08 -0.93 -2.60 0.316
C 5.73895 -8.79820 3.53719 0.01 -0.23 0.03 -1.465
C 4.34430 -8.35313 3.10874 0.13 -0.13 -0.22 -0.048
N 3.96216 -8.78958 1.76268 -0.16 0.25 -0.25 0.098
C 2.74508 -8.13772 1.26839 0.29 0.14 -0.01 -0.641
C 1.44055 -8.42466 2.00554 -0.38 -0.04 0.00 -0.943
C 4.04633 -10.22656 1.49784 0.44 0.00 0.02 -0.698
C 3.22040 -11.15740 2.37942 -0.20 -0.33 0.01 -0.934
H 6.50039 -8.46092 2.82825 -0.12 -0.07 0.01 0.325
H 5.97882 -8.37376 4.51873 -0.08 -0.05 -0.16 0.436
H 5.80841 -9.88874 3.63340 0.02 0.21 -0.04 0.309
H 4.34139 -7.25567 3.13805 -0.21 -0.11 -0.21 0.181
H 3.62226 -8.68748 3.86067 -0.08 -0.01 0.20 0.252
H 2.60970 -8.37786 0.20623 0.15 -0.12 0.16 0.325
H 2.91074 -7.05235 1.28811 0.15 -0.09 0.09 0.313
H 1.05140 -9.41686 1.76657 0.04 0.10 0.13 0.304
H 0.67651 -7.70348 1.69447 0.06 -0.04 -0.03 0.324
H 1.54331 -8.33921 3.09055 0.04 -0.05 -0.07 0.244
H 5.09853 -10.52947 1.57476 -0.11 0.18 0.08 0.406
H 3.79307 -10.42048 0.44760 -0.06 0.30 0.13 0.326
H 3.26528 -10.88666 3.43703 0.01 0.02 -0.07 0.240
H 3.60043 -12.18086 2.28996 -0.03 0.11 0.02 0.368
H 2.17370 -11.18162 2.06890 0.07 0.02 0.16 0.275
C -2.28979 6.26477 -5.99973 0.05 -0.09 0.08 -0.992
C -1.65729 7.55882 -6.50181 -0.05 0.10 0.24 -0.359
N -1.55839 8.61168 -5.48686 -0.13 0.19 0.08 0.071
C -1.20028 9.91961 -6.04507 -0.30 0.04 -0.12 -0.670
C 0.17584 10.06056 -6.68846 0.29 0.21 -0.05 -0.940
C -0.86481 8.25606 -4.24806 -0.25 -0.15 -0.05 -0.566
C 0.58140 7.78466 -4.35793 0.39 0.00 0.24 -0.795
H -3.28371 6.44357 -5.57986 0.12 0.03 0.01 0.326
H -2.39543 5.55687 -6.82969 0.03 0.15 0.10 0.464
H -1.67037 5.77587 -5.23773 -0.07 0.07 -0.05 -0.152
H -2.28905 7.91946 -7.32407 0.19 0.20 0.19 0.464
H -0.68023 7.32642 -6.93754 0.11 -0.11 -0.14 0.249
H -1.30651 10.68775 -5.26864 0.00 -0.26 0.05 0.347
H -1.95301 10.18283 -6.80003 0.01 -0.22 0.11 0.409
H 0.96787 10.12157 -5.93881 -0.03 -0.08 -0.12 0.223
H 0.21748 10.99027 -7.26685 -0.03 -0.12 0.07 0.390
H 0.40442 9.24163 -7.37562 -0.03 0.06 0.08 0.268
H -1.44183 7.46992 -3.74426 -0.07 0.00 -0.16 0.168
H -0.90688 9.10163 -3.54950 -0.08 0.03 -0.32 0.313
H 0.73527 7.08420 -5.18227 -0.03 0.06 -0.01 0.197
H 0.87061 7.26917 -3.43570 -0.03 0.12 -0.14 0.249
H 1.26976 8.62375 -4.47910 -0.04 -0.16 -0.12 0.333
```
Positions in Å, forces in eV/Å.

***

Record 3
Entry from OMol25: C19H33F6N6O7PS2Sn as an isolated structure (wB97M-V/def2-TZVPD).

Properties
Charge: +2

XYZ file:
```
75
Properties=species:S:1:pos:R:3:forces:R:3:mulliken_charge:R:1
Sn 0.04959 0.03244 -1.02888 -0.10 -0.59 0.22 2.368
C -3.68900 -0.16753 -0.71560 0.00 -0.02 -0.05 -0.806
O -2.65587 -1.15422 -0.73976 0.04 0.05 0.04 -0.220
C -2.81480 -2.11398 -1.77937 0.04 0.04 -0.03 -0.513
C -2.16456 -1.64861 -3.06685 -0.08 0.02 -0.19 -0.688
O -0.74149 -1.46938 -2.96885 0.10 0.22 0.22 -0.313
C 0.10894 -2.57392 -3.30916 0.01 0.00 -0.22 -0.604
C 0.77526 -3.16601 -2.08916 0.02 0.09 -0.03 -0.543
O 1.55015 -2.15951 -1.43587 0.05 0.02 0.12 0.024
C 2.93555 -2.14280 -1.79761 0.01 0.03 0.01 -0.844
H -4.65200 -0.62646 -0.48029 0.01 -0.01 0.00 0.391
H -3.76644 0.36481 -1.66701 0.01 -0.02 0.01 0.295
H -3.43263 0.55533 0.05828 0.01 -0.02 -0.01 0.172
H -3.87688 -2.29878 -1.97144 0.01 -0.01 0.00 0.459
H -2.37783 -3.04962 -1.42556 0.04 0.02 -0.01 0.256
H -2.56146 -0.67158 -3.34828 0.02 -0.01 0.00 0.256
H -2.38708 -2.34163 -3.88151 0.02 -0.02 0.03 0.471
H 0.87870 -2.17574 -3.97552 -0.05 -0.01 -0.03 0.282
H -0.45476 -3.32550 -3.86456 -0.04 -0.03 0.06 0.496
H 1.41082 -4.00525 -2.38237 0.00 0.00 -0.01 0.509
H 0.04031 -3.53403 -1.37012 0.00 0.06 0.00 0.105
H 3.40344 -3.09907 -1.55528 -0.04 0.01 0.00 0.351
H 3.40521 -1.35224 -1.21159 -0.05 -0.09 -0.05 0.178
H 3.06863 -1.93376 -2.86211 -0.02 0.00 -0.01 0.334
F -3.40210 3.05973 -3.26361 0.03 -0.02 0.06 -0.191
C -2.79067 3.61429 -2.22675 -0.03 0.01 0.04 0.572
F -2.84954 4.92451 -2.30635 -0.07 0.02 0.05 -0.189
F -3.36103 3.18968 -1.09543 0.07 0.11 -0.16 -0.182
S -1.02296 3.08691 -2.22842 -0.09 0.28 0.07 1.069
O -1.16617 1.62598 -2.06343 -0.05 -0.45 0.07 -0.907
O -0.43195 3.52277 -3.43898 0.03 0.10 -0.06 -0.678
N -0.38573 3.76600 -0.97796 -0.09 0.04 -0.14 -0.495
S -0.34171 3.24474 0.48834 0.13 0.10 0.10 0.931
O -1.45346 3.52322 1.33099 -0.21 0.07 0.02 -0.687
O 0.14785 1.85852 0.58408 0.27 -0.08 -0.09 -0.552
C 1.06783 4.25334 1.11506 0.12 0.01 -0.07 0.531
F 0.71954 5.51787 1.17820 0.10 -0.05 0.00 -0.178
F 1.36128 3.79445 2.33699 0.01 0.05 -0.13 -0.199
F 2.13807 4.10407 0.32832 -0.26 0.01 0.22 -0.181
C -0.26353 -0.41581 5.39307 -0.01 0.01 0.00 -0.782
N -1.35702 -0.33995 4.31038 0.03 -0.05 0.01 0.054
C -1.94970 -1.74940 4.14595 -0.02 0.01 0.03 -0.788
N -0.93440 -2.69200 3.84579 -0.03 -0.01 -0.04 0.177
C 0.08329 -2.70251 4.89497 -0.01 -0.03 0.03 -0.885
N 0.70690 -1.39319 5.05928 0.03 0.05 -0.01 0.202
C 1.52208 -1.01181 3.90237 0.02 -0.02 0.08 -1.225
P 0.55105 -0.89095 2.32270 0.08 0.05 0.08 1.031
C -0.81082 0.17836 3.01029 -0.02 0.02 0.02 -1.070
C -0.35980 -2.49881 2.51201 -0.03 -0.04 -0.04 -1.126
H -0.77611 -0.67690 6.31921 -0.01 0.01 -0.01 0.357
H 0.17294 0.57903 5.47292 0.00 0.00 0.00 0.383
H -2.09307 0.28758 4.63568 -0.02 0.03 0.01 0.390
H -2.69285 -1.68937 3.35137 0.00 -0.01 0.01 0.382
H -2.43124 -1.98664 5.09499 0.00 0.01 -0.01 0.350
H 0.84761 -3.43716 4.64792 -0.01 0.00 0.01 0.382
H -0.38594 -2.99093 5.83702 0.01 0.00 -0.01 0.322
H 2.31749 -1.74865 3.77439 -0.01 0.02 -0.01 0.438
H 2.00813 -0.05490 4.10583 0.00 -0.01 -0.01 0.464
H -1.63944 0.23588 2.30162 0.03 0.00 -0.01 0.402
H -0.45034 1.19425 3.17480 0.01 -0.01 -0.01 0.590
H 0.32460 -3.32288 2.30127 0.00 0.02 0.00 0.468
H -1.15912 -2.54456 1.76705 0.02 -0.01 -0.01 0.424
N 3.15906 1.16010 -0.26697 -0.01 0.02 0.09 -0.098
C 2.97036 1.38863 -1.60418 -0.10 -0.05 -0.26 0.524
C 3.99216 1.89697 -2.41784 -0.05 -0.02 0.10 -1.136
C 3.76523 2.05052 -3.76265 -0.03 -0.02 -0.04 -0.419
C 2.52745 1.69569 -4.31015 0.03 -0.02 0.02 -1.128
C 1.57455 1.19880 -3.46713 0.20 0.02 0.05 -0.543
N 1.78474 1.03980 -2.13471 -0.03 0.08 -0.23 0.531
H 3.97757 1.59214 0.13237 0.03 -0.02 0.01 0.344
H 2.34352 1.25564 0.32062 -0.03 0.05 0.07 -0.154
H 4.93862 2.17325 -1.97338 0.00 0.01 0.01 0.459
H 4.54523 2.45261 -4.39535 0.00 0.01 0.00 0.452
H 2.31452 1.81890 -5.36104 0.00 0.00 0.00 0.500
H 0.59522 0.91925 -3.83305 -0.02 -0.02 0.01 0.648
```
Positions in Å, forces in eV/Å.

***

Number 1: M 384.5 Da, HOMO-LUMO gap 0.3484 Eh, calculated total energy -2932.711937 Ha. Number 2: M 632.8 Da, HOMO-LUMO gap 0.1640 Eh, calculated total energy -2315.597544 Ha. Number 3: M 785.3 Da, HOMO-LUMO gap 0.3463 Eh, calculated total energy -3549.703507 Ha.